No. 1
Entry from the Open Molecules 2025 dataset: a structure of composition C39H34ClN3SSi2Yb at a distorted geometry (ωB97M-V with the def2-TZVPD basis set).

**Strongest force on any atom**: 3.47 eV/A
**E_HOMO (spin up / spin down)**: -0.341 / -0.343 hartree
**Gap between HOMO and LUMO (spin up / spin down)**: 5.517 / 5.543 eV
**LUMO (spin up / spin down)**: -3.77 / -3.78 eV
**Energy above the lowest of the compared OMol25 structures with the same formula, charge and spin**: 73.46 kcal/mol

```
! RIJCOSX wB97M-V def2-TZVPD def2/J DEFGRID3
* xyz 1 2
C -1.76335 -0.96830 0.11334
C -2.50618 -0.85395 -1.09649
C -2.35256 -2.07674 -1.81428
H -3.13331 -0.00538 -1.37656
C -1.50945 -2.93864 -1.04955
C -1.14670 -2.24598 0.13840
H -0.55446 -2.64753 0.95902
H -1.69499 -0.22354 0.90285
H -2.85656 -2.33567 -2.74351
H -1.24307 -3.96808 -1.28672
Yb 0.10700 -0.84215 -1.88647
Si -0.52858 -0.86608 -5.71580
C -0.19449 0.71290 -6.76283
C 1.18120 1.05286 -7.20647
H 1.87491 0.21662 -7.38278
C 1.35067 2.17664 -8.11204
H 2.37211 2.46927 -8.37780
C 0.24261 2.80187 -8.65077
H 0.36613 3.54578 -9.44447
C -1.02846 2.51670 -8.15347
H -1.88788 3.07322 -8.52091
C -1.22622 1.50860 -7.19541
H -2.23646 1.34087 -6.81402
C 0.12179 -2.03975 -7.07518
C -0.35072 -1.88376 -8.39386
H -1.16447 -1.18645 -8.60584
C 0.23337 -2.57553 -9.45909
H -0.13588 -2.42204 -10.47236
C 1.29622 -3.45727 -9.22514
H 1.75824 -4.00004 -10.05406
C 1.75672 -3.63838 -7.92270
H 2.59301 -4.31175 -7.71896
C 1.15189 -2.95943 -6.85695
H 1.52296 -3.15831 -5.85578
H -1.98755 -1.05113 -5.49172
Si 1.97199 1.95742 -5.60345
C 1.76633 0.46652 -4.49828
C 0.42516 -0.10669 -4.24401
H -0.28774 0.54272 -3.69587
C 0.30851 -1.57203 -4.11341
H -0.62594 -2.05653 -3.71354
C 1.52321 -2.24257 -3.72022
H 1.45250 -3.31738 -3.52368
C 2.72480 -1.57647 -3.62319
H 3.59780 -2.10303 -3.22684
C 2.86855 -0.24644 -4.07314
H 3.86096 0.20613 -4.11420
C 0.87526 3.40332 -5.17524
C 0.02419 3.32101 -4.07679
H 0.20000 2.56000 -3.31250
C -1.04667 4.21139 -3.94537
H -1.72792 4.09556 -3.10100
C -1.23184 5.23819 -4.87680
H -2.09212 5.90579 -4.80530
C -0.27982 5.41563 -5.88978
H -0.39444 6.23358 -6.60132
C 0.80538 4.54456 -5.99525
H 1.56927 4.70922 -6.75839
H 3.28062 2.46606 -5.70046
Cl 0.72841 1.45850 -1.25613
N 2.64412 0.02803 2.40342
C 1.83467 0.95684 3.03705
C 2.08150 1.82233 4.08468
C 1.02369 2.65796 4.48787
C -0.21916 2.61181 3.82969
C -0.45382 1.72405 2.77228
C 0.58191 0.86707 2.38078
N 0.66113 -0.10199 1.41076
C 1.91478 -0.59205 1.42791
C 2.46289 -1.66317 0.61139
C 3.62212 -2.36623 0.90473
S 3.80574 -3.72269 -0.15100
C 2.33152 -3.27149 -0.93382
N 1.77902 -2.13391 -0.51391
H 3.61883 -0.15412 2.61556
H 3.06232 1.82770 4.56069
H 1.15857 3.35500 5.31523
H -1.01745 3.28213 4.15189
H -1.39580 1.66143 2.22932
H 4.30146 -2.11330 1.71104
H 1.90409 -3.90852 -1.70288
*
```

No. 2
Entry from the Open Molecules 2025 dataset: a structure of composition C39H34ClN4O4PTl at a distorted geometry (ωB97M-V with the def2-TZVPD basis set).

**Strongest force on any atom**: 1.23 eV/A
**E_HOMO (spin up / spin down)**: -0.383 / -0.368 hartree
**Gap between HOMO and LUMO (spin up / spin down)**: 5.943 / 5.119 eV
**LUMO (spin up / spin down)**: -4.49 / -4.88 eV
**Energy above the lowest of the compared OMol25 structures with the same formula, charge and spin**: 83.57 kcal/mol

```
! RIJCOSX wB97M-V def2-TZVPD def2/J DEFGRID3
* xyz 1 1
Tl 0.14923 0.91563 -1.10162
Cl -6.53976 -3.64655 -2.31321
C -5.02384 -2.92088 -1.94306
C -3.83189 -3.56848 -2.40604
C -2.62097 -3.04362 -2.13215
C -2.47581 -1.81518 -1.36784
O -1.35327 -1.36155 -1.11016
C -3.71381 -1.16350 -0.92089
C -3.74298 0.04739 -0.22006
N -2.68658 0.74313 0.16497
C -2.83389 2.01809 0.51289
C -3.93599 2.80708 0.08916
C -4.06608 4.08860 0.52068
C -3.12048 4.65455 1.41906
C -2.00394 3.99061 1.83278
C -1.11568 4.73134 2.73158
C 0.14246 4.54309 3.12825
C 1.14718 3.48281 2.78943
N -0.73736 1.89445 1.60513
C -1.75813 2.62266 1.34652
C -4.96336 -1.76753 -1.23215
H -3.92727 -4.48499 -2.97276
H -1.71020 -3.52452 -2.46279
H -4.74406 0.41065 0.02762
H -4.65321 2.39521 -0.60769
H -4.89817 4.69074 0.18126
H -3.28510 5.66419 1.77407
H -1.58275 5.63257 3.11541
H 0.53428 5.30634 3.79212
H 1.92287 3.51929 3.55150
H -5.87857 -1.29496 -0.89889
N 2.83949 1.45541 -1.74021
C 3.83912 0.48483 -2.20785
C 3.40048 -0.22686 -3.48253
C 2.29938 -1.26952 -3.30753
N 0.95565 -0.66998 -3.26990
H 2.77711 2.22500 -2.39968
H 3.12950 1.85673 -0.85453
H 3.98435 -0.24604 -1.41129
H 4.80976 0.96082 -2.38652
H 4.27421 -0.72501 -3.90669
H 3.08718 0.51685 -4.22535
H 2.45711 -1.79354 -2.36230
H 2.37785 -2.01792 -4.10230
H 0.25384 -1.38982 -3.12735
H 0.75345 -0.23963 -4.16675
O 3.17595 -0.33706 1.26644
C 2.52006 0.22235 2.09578
O 1.30053 0.77176 1.74959
C 2.80036 0.44006 3.51595
C 3.91442 -0.04502 4.19343
C 4.02797 0.25622 5.53668
C 3.04222 1.02213 6.16504
C 1.94203 1.49544 5.46678
C 1.81638 1.20173 4.11197
P 0.49807 1.74632 2.84565
C -0.84772 1.11511 3.90035
C -1.37757 1.87615 4.93958
C -2.36841 1.33872 5.74881
C -2.82576 0.04717 5.52864
C -2.29988 -0.70741 4.48882
C -1.31831 -0.17525 3.66716
C 1.85427 3.66996 1.45508
C 3.21137 3.36284 1.38119
C 3.89927 3.46749 0.18071
C 3.23723 3.89260 -0.96250
C 1.88676 4.20838 -0.89449
C 1.19752 4.09481 0.30472
H 4.65462 -0.64002 3.67533
H 4.87337 -0.10396 6.10658
H 3.13965 1.24648 7.21950
H 1.19147 2.07746 5.98910
H -1.03529 2.88925 5.11301
H -2.78266 1.93024 6.55474
H -3.59167 -0.37151 6.16760
H -2.65980 -1.71244 4.31187
H -0.93086 -0.75498 2.83775
H 3.73498 3.03820 2.27372
H 4.95540 3.23371 0.14511
H 3.77568 3.99930 -1.89549
H 1.36735 4.56207 -1.77641
H 0.15270 4.37074 0.34114
O 1.17999 -2.71993 0.45023
C 1.19176 -1.70287 -0.02768
*
```

No. 3
Entry from the Open Molecules 2025 dataset: a structure of composition C39H34MnN7O5S2 (ωB97M-V with the def2-TZVPD basis set).

**Strongest force on any atom**: 0.23 eV/A
**E_HOMO (spin up / spin down)**: -0.172 / -0.175 hartree
**Gap between HOMO and LUMO (spin up / spin down)**: 6.635 / 6.689 eV
**LUMO (spin up / spin down)**: 1.95 / 1.93 eV
**Energy above the lowest of the compared OMol25 structures with the same formula, charge and spin**: 0.00 kcal/mol

```
! RIJCOSX wB97M-V def2-TZVPD def2/J DEFGRID3
* xyz -1 6
Mn -1.47021 0.79949 0.02396
S -2.05919 -1.55507 -0.59907
C -0.59471 -2.09153 -1.36027
N -0.50991 -3.28333 -1.83420
N 0.73419 -3.72219 -2.31777
C 1.28772 -3.26695 -3.52769
C 0.81740 -2.17540 -4.25438
C 1.49159 -1.76359 -5.39875
C 2.61304 -2.43963 -5.85114
C 3.05996 -3.55096 -5.14688
C 2.40902 -3.95934 -3.99793
N 0.60217 -1.27908 -1.44764
N 0.53846 -0.16039 -0.93489
C 1.71678 0.63097 -1.11265
C 2.08515 1.47346 -0.07292
C 3.18890 2.29675 -0.23034
C 3.88429 2.30370 -1.43302
C 3.48586 1.47795 -2.47678
C 2.40628 0.62590 -2.31739
H 0.70353 -4.72961 -2.30898
H -0.06359 -1.63805 -3.93104
H 1.14730 -0.88162 -5.91934
H 3.13824 -2.09808 -6.73343
H 3.93594 -4.09334 -5.48272
H 2.78183 -4.80458 -3.42988
H 1.50212 1.47636 0.83824
H 3.48944 2.95160 0.57795
H 4.72719 2.97052 -1.56564
H 3.99668 1.51385 -3.42977
H 2.06527 -0.00128 -3.12943
O -3.00422 1.08224 1.39360
C -3.03776 1.68161 2.52684
C -3.84277 1.18378 3.58814
C -3.89952 1.80473 4.81571
C -3.15632 2.95665 5.07957
C -2.35862 3.46659 4.07303
C -2.28788 2.86837 2.81244
C -1.45937 3.47368 1.77164
N -0.89768 2.87755 0.73660
C -0.23799 3.84899 0.01765
C -0.42245 5.05491 0.60996
N -1.18666 4.80448 1.73142
H -4.41589 0.28743 3.38699
H -4.52719 1.38291 5.59321
H -3.19106 3.43199 6.05089
H -1.74665 4.34069 4.27425
H 0.27563 3.62008 -0.90159
H -0.09914 6.04374 0.34013
H -1.58487 5.48549 2.35141
O -0.26323 3.62892 -5.78918
S 0.12817 2.46215 -5.04007
O 1.46001 1.95643 -5.27740
N -0.15794 2.64988 -3.45520
C -1.09126 1.81433 -3.02698
O -1.52886 1.76559 -1.85716
C -1.62584 0.88710 -4.08524
C -2.55310 -0.12959 -3.94583
C -2.87618 -0.86969 -5.07773
C -2.29119 -0.58891 -6.31003
C -1.35737 0.43404 -6.44164
C -1.04060 1.14882 -5.30576
H -2.97549 -0.35511 -2.97548
H -3.58513 -1.68379 -4.99759
H -2.55894 -1.18198 -7.17550
H -0.88825 0.65160 -7.39244
C 1.43967 -4.18359 6.63939
C 0.99762 -3.09349 5.70277
C 0.48533 -1.89719 6.18821
C 0.06068 -0.89227 5.33214
C -0.50409 0.37657 5.92420
C 0.16658 -1.08778 3.94437
C -0.30746 -0.01712 3.05920
O -0.22664 -0.04636 1.84502
C 0.68998 -2.29153 3.42655
C 0.83147 -2.57746 1.95823
C 1.09147 -3.26943 4.32821
H 1.31537 -3.88690 7.68019
H 2.49035 -4.43087 6.47771
H 0.86198 -5.09449 6.47306
H 0.40626 -1.74623 7.25942
H -0.52584 0.29706 7.01064
H -1.52142 0.57143 5.58263
H 0.09902 1.24853 5.66522
H -0.76187 0.85644 3.54505
H 1.47244 -1.84803 1.46239
H -0.12864 -2.52674 1.44100
H 1.25421 -3.57257 1.82170
H 1.48843 -4.20023 3.93783
*
```